Entry 1:
Computed, not measured: 2 unconnected molecules or ions with the total composition C3H7NO2 at a distorted geometry, with ωB97M-V with the def2-TZVPD basis set.

Calculated values
- net charge = 0
- calculated total energy (Eh) = -323.70576
- SMILES = CC=O.NC=O
- molar mass (g mol⁻¹) = 89.09
- spin multiplicity = 1

Last column: Löwdin charge in e.
Geometry (Å):
O  1.15483  -0.67199  -0.44280  -0.002
C  1.89848  0.06112  0.21916  -0.232
C  1.66963  1.58232  0.44105  -0.046
H  2.80357  -0.23415  0.59028  0.078
H  2.50051  2.22627  -0.08867  0.118
H  1.56063  1.87056  1.49966  0.077
H  0.70980  1.71418  -0.08732  0.067
C  -2.55746  -1.25259  0.07672  -0.396
N  -1.48783  -1.10419  -0.77338  0.117
O  -2.58597  -0.99943  1.28353  -0.021
H  -3.45776  -1.44465  -0.54193  0.119
H  -1.53836  -1.28282  -1.68438  0.025
H  -0.67005  -0.46463  -0.49192  0.096

---

Entry 2:
Computed, not measured: 11 unconnected molecules or ions with the total composition C32H62BF25N4O14P at a distorted geometry, with ωB97M-V with the def2-TZVPD basis set.

Calculated values
- net charge = -4
- calculated total energy (Eh) = -5391.59163
- molar mass (g mol⁻¹) = 1243.60
- spin multiplicity = 2

Last column: Löwdin spin population.
Geometry (Å):
C  3.62397  -1.06663  1.32147  0.069
C  4.59112  -1.55495  2.40691  0.429
O  4.72012  -2.68568  2.77498  0.316
N  5.28765  -0.47377  3.25843  0.065
H  6.26453  -0.38466  3.01787  0.028
H  5.04525  0.45899  2.95629  0.001
C  5.09535  -0.61071  4.80345  0.034
H  3.37209  -1.96737  0.76173  0.001
H  4.08812  -0.39457  0.59966  0.011
H  2.65441  -0.73396  1.69212  0.021
H  5.99203  -0.25554  5.31132  0.005
H  4.79937  -1.61335  5.11200  0.001
H  4.30950  0.10959  5.03082  0.001
C  1.68396  -4.93542  -2.02569  0.000
C  0.38528  -5.61733  -1.98784  0.000
O  0.13112  -6.76452  -2.33675  0.000
N  -0.75340  -4.86860  -1.19648  0.000
H  -0.79318  -5.39202  -0.33361  0.000
H  -0.35593  -3.99541  -0.88079  0.000
C  -2.08480  -4.97096  -1.97305  0.000
H  2.06898  -5.27496  -2.98723  0.000
H  2.34378  -5.16715  -1.18960  0.000
H  1.62433  -3.84726  -2.00417  0.000
H  -2.31975  -6.03156  -2.06259  0.000
H  -1.96429  -4.42542  -2.90898  0.000
H  -2.78188  -4.45362  -1.31386  0.000
C  -0.64953  4.84265  0.63797  0.000
C  0.30832  5.90785  0.20031  0.000
O  0.68826  5.96726  -0.92379  0.000
N  0.88043  6.77344  1.40196  0.000
H  0.70712  7.72568  1.11334  0.000
H  0.23235  6.57901  2.15182  0.000
C  2.40874  6.68868  1.58844  0.000
H  -1.52062  5.26232  1.14114  0.000
H  -0.16272  4.26194  1.42148  0.000
H  -1.04649  4.17026  -0.12257  0.000
H  2.68839  7.29401  2.45068  0.000
H  2.82497  6.89519  0.60243  0.000
H  2.63706  5.64550  1.80695  0.000
C  2.86754  -4.96937  2.37441  0.002
C  2.05631  -3.99184  3.32135  0.000
O  2.47298  -3.75075  4.42324  0.006
N  0.79234  -3.34758  2.81320  0.000
H  0.84018  -2.89826  1.90991  0.000
H  0.22012  -4.14693  2.58147  0.000
C  0.08362  -2.47457  3.88470  0.000
H  2.34885  -5.83435  1.96104  0.000
H  3.69720  -5.45800  2.88528  0.001
H  3.41294  -4.38969  1.62969  0.002
H  -0.10073  -3.10060  4.75775  0.000
H  -0.67661  -1.91418  3.34055  0.000
H  0.80906  -1.70167  4.13857  0.000
C  -4.63644  3.78331  0.14310  0.000
O  -3.62447  3.80803  1.20450  0.000
O  -5.76805  4.42350  0.72893  0.000
C  -3.98412  4.41841  -1.17513  0.000
F  -3.16356  3.53718  -1.83678  0.000
F  -4.90881  4.74521  -2.11819  0.000
F  -3.31751  5.52114  -0.91651  0.000
C  -3.69222  2.83692  2.29886  0.000
C  -2.83803  3.31828  3.52011  0.000
H  -2.71750  2.55214  4.28600  0.000
H  -1.78856  3.42661  3.24627  0.000
H  -3.17410  4.27524  3.91934  0.000
H  -3.11814  1.96922  1.97385  0.000
H  -4.63256  2.57134  2.78189  0.000
H  -4.78085  2.71043  0.01589  0.000
C  -3.89462  -3.74192  -6.02023  0.000
O  -2.47312  -4.05310  -5.66062  0.000
O  -4.19551  -4.21926  -7.30468  0.000
C  -4.86855  -4.08256  -4.88378  0.000
F  -5.89640  -3.29883  -4.70716  0.000
F  -5.30089  -5.31270  -4.92834  0.000
F  -4.20240  -4.15263  -3.71962  0.000
C  -1.41304  -3.20194  -6.25907  0.000
C  -0.13694  -3.46150  -5.43866  0.000
H  -0.36828  -3.15157  -4.41958  0.000
H  0.04607  -4.53339  -5.36345  0.000
H  0.81240  -2.98066  -5.67459  0.000
H  -1.62330  -2.14642  -6.08657  0.000
H  -1.20567  -3.41772  -7.30719  0.000
H  -3.91307  -2.66583  -6.19283  0.000
C  3.66246  3.55751  -4.94636  0.000
O  3.56561  2.75794  -3.73206  0.000
O  4.71434  2.84350  -5.59885  0.000
C  2.22022  3.57950  -5.60915  0.000
F  1.61184  2.38631  -5.46822  0.000
F  1.40349  4.41214  -4.99129  0.000
F  2.19790  3.96386  -6.86464  0.000
C  3.09806  3.31916  -2.47271  0.000
C  2.55628  2.18789  -1.66865  0.000
H  1.69084  1.81330  -2.21527  0.000
H  3.22230  1.33068  -1.57014  0.000
H  2.20656  2.36815  -0.65213  0.000
H  2.46852  4.20459  -2.56100  0.000
H  4.01327  3.75344  -2.07034  0.000
H  3.85762  4.62645  -4.86046  0.000
C  0.29390  -1.34248  -0.35598  0.000
O  -0.16147  -0.73516  0.86877  0.001
O  0.50274  -2.71525  -0.03592  0.000
C  -0.51397  -0.87228  -1.63406  0.000
F  -1.20805  0.26487  -1.64054  0.000
F  0.29498  -0.87703  -2.66029  0.000
F  -1.50162  -1.74489  -1.93245  0.000
C  0.06818  0.63247  1.09090  0.001
C  -0.27065  1.11070  2.49920  0.000
H  0.19888  0.72830  3.40551  0.000
H  -0.12626  2.19102  2.51153  0.000
H  -1.33197  0.89708  2.62589  0.000
H  -0.46755  1.21757  0.34341  0.000
H  1.01192  1.02455  0.71177  0.000
H  1.22056  -0.78061  -0.47303  0.000
C  -5.38247  -1.57780  -1.28342  0.000
O  -4.93595  -1.09517  0.07783  0.000
O  -6.60324  -2.22748  -1.01015  0.000
C  -5.11481  -0.50498  -2.42594  0.000
F  -3.86564  -0.20252  -2.68211  0.000
F  -5.43229  -0.84954  -3.63384  0.000
F  -5.76371  0.61855  -2.16779  0.000
C  -3.53345  -1.14332  0.51638  0.000
C  -3.37418  -1.40516  2.01637  0.000
H  -3.51609  -2.46063  2.24863  0.000
H  -2.38287  -1.09226  2.34425  0.000
H  -4.15855  -0.82657  2.50431  0.000
H  -3.00402  -0.25835  0.16335  0.000
H  -2.90135  -1.90230  0.05538  0.000
H  -4.66889  -2.31023  -1.66084  0.000
P  3.59557  2.85791  2.42129  0.000
F  2.31229  3.35240  1.55267  0.000
F  4.22165  2.11221  1.10309  0.000
F  4.32974  4.30926  2.32979  0.000
F  4.89071  2.42858  3.29690  0.001
F  2.75282  3.59626  3.60867  0.000
F  2.88084  1.50398  2.84161  0.001
B  1.62377  -0.32098  6.85174  0.000
F  1.72393  -1.60755  6.48128  0.000
F  1.08644  0.34558  5.82979  0.000
F  0.83180  -0.14247  8.00820  0.000
F  2.81939  0.10284  7.12537  0.001

---

Entry 3:
Computed, not measured: a molecular structure, C4H9O3 at a distorted geometry, with ωB97M-V with the def2-TZVPD basis set.

Calculated values
- net charge = -1
- calculated total energy (Eh) = -383.47826
- molar mass (g mol⁻¹) = 105.11
- spin multiplicity = 1

Last column: Löwdin charge in e.
Geometry (Å):
C  0.48925  -0.48402  -1.19578  -0.381
O  -0.50808  0.15632  -1.82016  -0.268
C  0.00383  -0.41899  0.42075  -0.177
C  0.23366  1.04785  0.79584  -0.178
C  1.47149  1.11244  1.76520  -0.279
O  1.69114  1.99736  2.55041  0.001
H  0.58523  -1.55218  -1.21194  0.074
H  1.34725  0.08448  -1.29416  0.063
H  -1.17284  -0.54426  0.40383  0.113
H  0.37720  -1.26673  0.91477  0.059
H  -0.47433  1.57046  1.53551  0.122
H  0.28872  1.72007  -0.04112  0.098
H  2.21597  0.33715  1.62290  0.100
H  -2.44487  -2.03328  -1.79711  -0.021
H  -1.60671  -0.46552  -1.49145  0.031
O  -2.49691  -1.26114  -1.15747  -0.357

---

Entry 4:
Computed, not measured: a molecular structure, CH3I3Si at a distorted geometry, with ωB97M-V with the def2-TZVPD basis set.

Calculated values
- net charge = 0
- calculated total energy (Eh) = -1222.39316
- molar mass (g mol⁻¹) = 423.83
- spin multiplicity = 1

Last column: Löwdin charge in e.
Geometry (Å):
C  -0.38129  -0.70813  0.53120  -1.905
Si  0.62294  0.60688  -0.55307  0.348
I  0.42055  -1.11065  2.37071  0.720
I  -2.20570  0.94025  1.14475  0.369
I  -1.01140  -2.35997  -0.67164  0.688
H  1.25323  -0.25815  -1.80608  -0.038
H  -0.08082  1.49415  -1.43702  -0.109
H  1.38248  1.39564  0.42114  -0.072

---

Q: The lowest calculated total energy belongs to which entry?
A: C32H62BF25N4O14P